[1]
Formula: C6H11NO
Source: OMol25
Level of theory: the ωB97M-V functional and the def2-TZVPD basis

Geometry as XYZ:
```
19
Properties=species:S:1:pos:R:3:forces:R:3
O -1.036818 -2.259612 1.491250 0.143 0.236 0.096
C -0.187348 -1.604865 0.944284 0.155 -0.534 -0.811
C 0.043579 -1.528646 -0.559820 -0.979 1.454 2.366
C -0.586645 -0.126635 -0.877399 -0.509 0.334 -1.891
C -0.084983 1.052249 -0.021109 2.054 -3.067 -0.273
C -1.047231 1.437820 0.934898 -0.147 1.883 -1.345
C 1.709865 1.389099 -1.355320 -0.516 1.160 -1.711
N 1.203640 1.298295 -0.021080 -1.608 1.155 0.088
H 0.519854 -0.935647 1.441944 0.041 0.100 0.882
H -0.561170 -2.329631 -0.965459 0.527 -0.151 -0.767
H 1.132290 -1.475362 -0.628246 -0.158 -0.415 -0.845
H -0.375366 0.095308 -1.928807 -0.010 -0.019 0.065
H -1.684844 -0.171000 -0.838158 0.256 -0.273 0.110
H -0.833351 2.075100 1.778791 0.176 0.238 -0.017
H -2.022240 0.980205 0.866588 -0.086 0.102 0.092
H 1.868784 0.545975 -2.018945 0.770 -1.012 0.574
H 2.538697 2.089436 -1.371751 0.505 -0.415 -0.004
H 0.989001 1.873247 -2.128165 -0.008 0.187 1.385
H -0.964443 2.503258 -0.917702 -0.606 -0.963 2.006
```
Forces are in eV/Å.

The calculation puts the energy above the lowest of the compared OMol25 structures with the same formula, charge and spin at 7.0569 eV.

Atomic partial charges in e from the Mulliken method, atoms 1 to 8: number 1, O, carries -0.52; number 2, C, carries -0.10; number 3, C, carries -0.43; number 4, C, carries -0.79; number 5, C, carries 0.16; number 6, C, carries -0.58; number 7, C, carries -0.90; number 8, N, carries -0.54

---

[2]
Formula: C26H33Br2CoN3O4PSSi
Source: OMol25
Level of theory: the ωB97M-V functional and the def2-TZVPD basis

Geometry as XYZ:
```
72
Properties=species:S:1:pos:R:3:forces:R:3
Co 0.040970 -0.880639 0.021763 0.329 0.248 0.099
Br 4.780407 -2.211653 -0.355598 0.009 -0.005 -0.019
C 3.747074 -1.782676 1.163193 -0.120 0.039 0.001
C 4.354443 -1.720783 2.432740 -0.001 0.014 0.062
C 3.622474 -1.422684 3.548954 0.024 -0.001 -0.039
Br 4.471541 -1.365589 5.228889 0.008 -0.003 0.008
C 2.231036 -1.154200 3.445808 0.024 -0.025 -0.064
C 1.357330 -0.883412 4.519515 0.000 0.012 0.028
C 0.027599 -0.661283 4.276712 -0.006 0.004 0.011
C -0.447582 -0.674977 2.959058 0.058 -0.044 -0.043
N 0.341787 -0.907980 1.929395 0.016 -0.068 0.006
C 1.664009 -1.183352 2.160840 -0.044 -0.012 -0.110
C 2.407235 -1.531781 0.998380 -0.020 -0.024 0.083
O 1.750657 -1.591699 -0.144936 0.005 -0.054 -0.032
H 5.413245 -1.922671 2.518001 0.002 -0.002 0.012
H 1.744884 -0.867357 5.529408 -0.001 -0.003 0.000
H -0.663799 -0.474557 5.085778 0.000 0.001 0.000
H -1.494692 -0.501056 2.745401 -0.023 0.018 -0.015
C -2.657249 -2.676520 0.595502 0.008 0.029 -0.018
Si -0.849960 -2.948114 0.191920 -0.068 -0.123 0.018
C 0.018629 -3.989211 1.472084 0.008 0.045 -0.028
C -0.675863 -3.782538 -1.475064 0.019 0.024 -0.035
H -3.192216 -3.625231 0.497948 0.009 -0.014 0.007
H -3.120416 -1.960553 -0.085729 -0.005 -0.004 0.000
H -2.813298 -2.321665 1.615060 0.021 0.017 0.014
H -0.367973 -5.010701 1.425853 -0.032 0.005 -0.026
H -0.124583 -3.631587 2.491862 -0.004 0.020 0.011
H 1.089162 -4.038625 1.267420 0.029 -0.012 0.021
H -1.138336 -4.771809 -1.432422 0.010 -0.016 0.019
H 0.379334 -3.923465 -1.719755 0.001 -0.003 -0.010
H -1.153562 -3.225214 -2.281893 -0.004 -0.011 0.025
O -1.500631 0.428940 -0.168896 -0.096 -0.061 -0.125
S -1.647636 1.612773 0.821576 -0.006 0.002 0.086
C -2.308134 2.929576 -0.164371 0.093 -0.040 -0.015
C -3.594481 3.343262 0.151713 -0.040 -0.005 -0.022
C -4.183011 4.351867 -0.602470 -0.023 -0.010 0.014
C -3.484591 4.925341 -1.652313 0.004 0.003 -0.015
C -2.191219 4.503417 -1.958798 -0.005 0.020 -0.004
C -1.589408 3.505971 -1.211862 -0.025 0.014 0.020
C 0.012590 2.135894 1.173806 -0.012 0.001 -0.037
C 1.041244 1.932625 0.260760 0.004 0.016 0.016
C 2.335989 2.248698 0.640589 0.009 -0.002 -0.007
C 2.588425 2.763945 1.907204 0.008 -0.005 -0.010
C 1.549266 2.967250 2.803513 -0.016 -0.004 0.012
C 0.249017 2.640681 2.443442 0.008 0.014 0.014
H -4.129216 2.890314 0.977368 0.005 0.000 0.007
H -5.181231 4.690126 -0.361340 -0.001 0.005 0.001
H -3.939983 5.718168 -2.230490 0.000 0.003 -0.001
H -1.643753 4.977108 -2.763037 0.006 0.000 -0.004
H -0.577359 3.194559 -1.432874 0.046 -0.014 -0.012
H 0.839472 1.544000 -0.730434 0.008 0.004 -0.038
H 3.151943 2.099151 -0.053983 -0.003 -0.006 -0.006
H 3.602105 3.006721 2.196340 0.003 0.002 0.000
H 1.749796 3.365896 3.788544 0.000 0.000 0.004
H -0.564222 2.765937 3.148442 -0.005 0.003 -0.002
N 2.305166 -1.554345 -3.216857 -0.101 0.015 0.009
C 1.222415 -1.097097 -4.165873 0.021 0.011 0.009
P 0.043465 -0.103098 -3.142053 0.309 -0.032 -0.012
O 0.329184 1.350670 -3.170554 -0.031 0.043 0.020
O 0.132723 -0.913765 -1.879521 -0.457 0.022 0.023
C -1.694211 -0.252532 -3.733905 -0.013 -0.113 -0.013
N -2.363761 0.903171 -3.048309 0.122 -0.003 0.107
H 3.034518 -0.847296 -3.110542 0.006 0.003 0.050
H 2.757885 -2.411939 -3.534000 0.007 0.007 -0.002
H 1.905851 -1.711828 -2.262330 0.059 0.035 0.027
H 0.747209 -1.987624 -4.574702 -0.035 0.010 0.006
H 1.673199 -0.519994 -4.969230 -0.006 -0.014 -0.015
H -2.162747 -1.174846 -3.398788 -0.013 -0.018 -0.039
H -1.804449 -0.144165 -4.811064 -0.005 0.076 0.004
H -3.313688 1.072406 -3.377718 -0.009 -0.012 0.025
H -1.776911 1.741522 -3.192308 -0.063 -0.027 -0.017
H -2.363098 0.752106 -2.020762 -0.003 0.004 -0.043
```
Forces are in eV/Å.

The calculation puts the energy above the lowest of the compared OMol25 structures with the same formula, charge and spin at 0.0000 eV. Its total charge is +2.

Atomic partial charges in e from the Mulliken method, atoms 1 to 8: number 1, Co, carries -1.27; number 2, Br, carries -0.20; number 3, C, carries 0.09; number 4, C, carries -0.34; number 5, C, carries -0.22; number 6, Br, carries -0.16; number 7, C, carries 0.81; number 8, C, carries -0.95

---

[3]
Formula: C5H16N2O2
Source: OMol25
Level of theory: the ωB97M-V functional and the def2-TZVPD basis

Geometry as XYZ:
```
25
Properties=species:S:1:pos:R:3:forces:R:3
N -2.952598 -0.009862 0.837907 -0.055 -0.070 0.247
C -1.690223 -0.590047 1.072649 -0.200 0.367 -0.454
C -0.537627 -0.134717 0.609019 1.360 -0.275 0.711
C 0.761704 -0.879568 0.799849 0.034 -0.323 -0.552
C 1.018730 -1.918408 -0.338583 0.419 0.634 0.696
C 0.652117 -1.455328 -1.742115 0.195 0.640 0.642
N 1.427180 -0.297972 -2.205704 -0.395 0.096 0.030
H -2.906998 0.723433 0.146001 0.028 0.060 -0.030
H -3.635761 -0.691812 0.537750 -0.053 0.009 0.167
H -1.668810 -1.454840 1.725203 -0.260 -0.190 -0.166
H -0.341970 0.811768 0.119495 -0.863 0.114 -0.420
H 0.867284 -1.403332 1.741858 -0.435 -0.184 0.331
H 1.591061 -0.186665 0.843933 0.129 0.410 -0.206
H 2.102712 -2.076615 -0.306291 -0.068 -0.498 -0.121
H 0.502167 -2.834865 -0.056227 -0.021 -0.188 -0.246
H -0.398767 -1.161959 -1.745912 -0.053 -0.117 -0.199
H 0.795274 -2.254269 -2.438034 -0.028 -0.581 -0.505
H 1.236404 0.471424 -1.573740 0.214 0.123 -0.062
H 2.423596 -0.476027 -2.176006 0.000 -0.104 0.079
O 0.273646 2.643597 -1.651196 -0.005 0.231 0.633
H 0.999842 2.797194 -2.263637 -0.306 -0.247 -0.235
H -0.404177 2.108040 -2.072582 0.298 0.022 -0.398
O 0.749585 1.602982 2.809863 -0.900 -0.470 0.795
H 0.756528 2.253115 2.136953 0.947 1.267 -1.332
H -0.216195 1.565917 2.862463 0.018 -0.725 0.597
```
Forces are in eV/Å.

The calculation puts the energy above the lowest of the compared OMol25 structures with the same formula, charge and spin at 1.5679 eV. Its SMILES is N/C=C/CCCN.O.O.

Atomic partial charges in e from the Mulliken method, atoms 1 to 8: number 1, N, carries -0.60; number 2, C, carries -0.13; number 3, C, carries -0.54; number 4, C, carries -0.94; number 5, C, carries -0.47; number 6, C, carries -0.69; number 7, N, carries -0.55; number 8, H, carries 0.25

---

| no. | energy (hartree) | largest force on an atom (eV Å⁻¹) | orbital gap (eV) |
| --- | --- | --- | --- |
| 1 | -364.97213 | 3.701 | 6.37 |
| 2 | -9035.25114 | 0.458 | 7.25 |
| 3 | -460.05891 | 2.068 | 8.94 |